Record 1
C5H7N2S | wB97M-V/def2-TZVPD

## Properties
Frontier orbital gap (spin up / spin down) in eV: 6.16 / 6.01
ΔE to the lowest compared entry with this formula, charge and spin in kcal/mol: 64.8

```
! wB97M-V def2-TZVPD RIJCOSX def2/J DEFGRID3
* xyz -1 1
C -0.38 -0.43 -0.30
C 0.08 -1.82 -0.03
C -1.64 0.05 -0.04
C 1.62 -1.76 -0.03
C -1.94 1.55 -0.06
N -0.62 -2.76 0.37
N -2.66 -0.82 -0.01
S -4.15 -0.36 0.05
H 0.47 0.35 -0.31
H 1.87 -2.71 0.51
H 1.94 -1.77 -1.03
H 1.83 -0.83 0.53
H -1.32 2.23 0.55
H -2.10 1.80 -1.08
H -2.85 1.55 0.37
*
```

=====

Record 2
C5H7N2S | wB97M-V/def2-TZVPD

## Properties
Frontier orbital gap in eV: 8.36
ΔE to the lowest compared entry with this formula, charge and spin in kcal/mol: 68.9

```
! wB97M-V def2-TZVPD RIJCOSX def2/J DEFGRID3
* xyz 1 1
C -0.85 -1.43 0.22
C 1.39 -1.29 0.17
C -1.08 0.01 -0.04
C 0.18 0.92 -0.14
C 1.34 0.54 0.74
N 0.31 -1.96 0.17
N 2.56 -1.13 -0.38
S 3.01 0.49 0.02
H -1.69 -2.07 0.48
H -1.63 0.11 -0.98
H -1.76 0.37 0.73
H 0.51 0.95 -1.18
H -0.14 1.94 0.12
H 1.30 0.77 1.79
H 3.03 -1.75 -1.04
*
```

=====

Record 3
C5H7N3 | wB97M-V/def2-TZVPD

## Properties
Frontier orbital gap (spin up / spin down) in eV: 8.54 / 8.54
ΔE to the lowest compared entry with this formula, charge and spin in kcal/mol: 98.0
SMILES: C=C/C(=N/C)NC#N

```
! wB97M-V def2-TZVPD RIJCOSX def2/J DEFGRID3
* xyz 0 1
C -0.90 1.77 1.36
C 1.22 -1.54 1.48
C 0.97 -0.25 1.25
C 0.23 0.22 0.10
C -0.42 -0.22 -2.37
N -1.09 2.29 2.35
N 0.30 -0.53 -1.20
N -0.72 1.17 0.18
H 1.55 -1.77 2.48
H 1.22 -2.39 0.81
H 1.09 0.47 2.16
H -1.47 0.09 -2.14
H -0.63 -1.11 -2.91
H 0.03 0.44 -3.05
H -1.38 1.37 -0.50
*
```

=====

Record 4
C5H7N3 | wB97M-V/def2-TZVPD

## Properties
Frontier orbital gap (spin up / spin down) in eV: 7.18 / 7.28
ΔE to the lowest compared entry with this formula, charge and spin in kcal/mol: 166.0

```
! wB97M-V def2-TZVPD RIJCOSX def2/J DEFGRID3
* xyz 0 1
C 0.87 -0.76 -0.22
C 1.06 0.63 -0.14
C -1.68 -0.03 0.09
C 0.90 -2.02 -0.23
C 2.22 1.11 0.35
N -1.27 1.09 -0.26
N -0.01 1.54 -0.40
N -2.89 -0.51 0.02
H 0.12 -2.70 0.08
H 1.82 -2.51 -0.75
H 2.36 2.21 0.51
H 3.09 0.55 0.60
H 0.20 2.45 0.06
H -3.47 0.09 -0.52
H -3.31 -1.13 0.80
*
```

=====

Record 5
C5H7N3 | wB97M-V/def2-TZVPD

## Properties
Frontier orbital gap in eV: 7.65
ΔE to the lowest compared entry with this formula, charge and spin in kcal/mol: 169.7
SMILES: Nc1[nH]cc2c1CN2

```
! wB97M-V def2-TZVPD RIJCOSX def2/J DEFGRID3
* xyz 0 1
C -0.04 0.89 0.65
C 0.75 -1.07 1.39
C 0.30 -1.14 -0.04
C -0.69 -0.45 -1.73
C 0.03 0.18 -0.53
H -0.96 2.51 -0.24
H 0.76 2.80 0.80
H 1.06 0.84 2.25
H 1.31 -1.88 1.87
H -0.70 -2.58 -0.89
H -1.81 -0.46 -1.75
H -0.18 -0.21 -2.77
N -0.30 2.25 0.77
N 0.49 0.15 1.51
N -0.01 -1.83 -1.29
*
```

=====

Record 6
C5H7N3O | wB97M-V/def2-TZVPD

## Properties
Frontier orbital gap in eV: 10.27
ΔE to the lowest compared entry with this formula, charge and spin in kcal/mol: 13.7
SMILES: Cc1[nH]ncc1C#N.O

```
! wB97M-V def2-TZVPD RIJCOSX def2/J DEFGRID3
* xyz 0 1
C 1.52 -0.42 1.71
C 0.42 -0.03 0.79
C -0.43 1.09 0.77
C -1.30 0.86 -0.33
N -0.93 -0.22 -0.99
N 0.07 -0.75 -0.28
C -0.34 2.24 1.60
N -0.23 3.22 2.22
H 1.13 -0.60 2.72
H 2.01 -1.34 1.36
H 2.27 0.38 1.78
H -2.12 1.48 -0.68
H 0.53 -1.60 -0.61
O -1.15 -1.40 -3.63
H -1.12 -1.00 -2.74
H -0.34 -1.92 -3.70
*
```

=====

Record 7
C5H7N3O | wB97M-V/def2-TZVPD

## Properties
Frontier orbital gap in eV: 8.79
ΔE to the lowest compared entry with this formula, charge and spin in kcal/mol: 24.8
SMILES: [H]/N=C(\C)n1cco/c1=N/[H]

```
! wB97M-V def2-TZVPD RIJCOSX def2/J DEFGRID3
* xyz 0 1
C 2.36 -1.09 0.02
C 1.43 0.07 -0.02
C -0.55 -1.42 0.00
C -1.85 -1.22 0.02
C -1.01 0.76 -0.03
H 2.27 -1.69 0.93
H 2.26 -1.74 -0.87
H 3.38 -0.70 0.03
H 2.86 1.27 0.05
H -0.03 -2.36 -0.05
H -2.67 -1.92 0.05
H 0.07 2.28 0.06
N 1.87 1.28 -0.02
N 0.05 -0.21 -0.02
N -0.90 2.00 0.03
O -2.20 0.09 -0.01
*
```

=====

Record 8
C5H7N3O | wB97M-V/def2-TZVPD

## Properties
Frontier orbital gap in eV: 8.49
ΔE to the lowest compared entry with this formula, charge and spin in kcal/mol: 202.7

```
! wB97M-V def2-TZVPD RIJCOSX def2/J DEFGRID3
* xyz 0 1
C -0.04 1.88 -0.05
C -0.36 0.66 0.65
C 1.80 -1.80 -0.57
C -1.46 0.10 -0.15
C -2.10 -1.17 0.10
H -1.00 2.35 -0.81
H 0.71 1.36 -1.03
H 0.64 2.77 0.41
H -0.39 0.85 1.74
H 1.23 -0.20 1.46
H 2.92 -1.40 0.16
H 1.61 -2.80 -1.42
N 0.67 -0.35 0.72
N 0.73 -1.05 -0.43
N -3.16 -1.91 0.31
O -1.81 0.73 -1.08
*
```

=====

Record 9
C5H7N3O2 | wB97M-V/def2-TZVPD

## Properties
Frontier orbital gap in eV: 9.89
ΔE to the lowest compared entry with this formula, charge and spin in kcal/mol: 93.7

```
! wB97M-V def2-TZVPD RIJCOSX def2/J DEFGRID3
* xyz 0 1
C -3.40 1.42 -0.44
C -0.63 2.03 2.71
C 0.93 -0.84 -1.73
C 0.77 -1.33 0.60
C 0.77 -0.18 -0.38
N -2.34 1.19 -0.84
N -1.23 0.58 -1.21
N -0.54 0.36 -0.25
O 0.19 2.56 3.30
O -1.41 1.48 2.09
H 1.86 -1.43 -1.83
H 0.08 -1.49 -1.86
H 0.91 -0.24 -2.58
H 1.76 -1.23 1.06
H 0.73 -2.24 0.09
H 0.00 -1.19 1.42
H 1.55 0.55 -0.15
*
```

=====

Record 10
C5H7N3O2 | wB97M-V/def2-TZVPD

## Properties
Frontier orbital gap (spin up / spin down) in eV: 7.10 / 7.54
ΔE to the lowest compared entry with this formula, charge and spin in kcal/mol: 141.0

```
! wB97M-V def2-TZVPD RIJCOSX def2/J DEFGRID3
* xyz 0 1
C 0.36 -0.44 -0.71
C 0.62 0.93 -0.78
C -1.91 -0.28 -0.54
C 1.64 -1.02 -0.18
C 2.37 0.28 0.39
N -0.78 -1.11 -0.84
N -1.56 0.60 0.42
N -2.39 1.52 0.86
O -3.05 -0.57 -0.86
O 1.77 1.25 -0.30
H 1.43 -1.72 0.68
H 2.40 -1.56 -0.73
H 2.09 0.37 1.45
H 3.49 0.26 0.41
H -0.79 -1.98 -1.39
H -2.39 1.66 1.87
H -3.30 1.81 0.27
*
```

=====

Record 11
C5H7N3O2 | wB97M-V/def2-TZVPD

## Properties
Frontier orbital gap in eV: 9.62
ΔE to the lowest compared entry with this formula, charge and spin in kcal/mol: 48.2
SMILES: N#CCc1cnoc1N.O

```
! wB97M-V def2-TZVPD RIJCOSX def2/J DEFGRID3
* xyz 0 1
N 0.33 -0.51 1.39
C -0.07 0.41 0.47
C -0.55 0.34 -0.82
C -0.70 -0.85 -1.72
C -2.01 -1.52 -1.58
N -3.00 -2.08 -1.40
C -0.83 1.71 -1.11
N -0.46 2.51 -0.16
O 0.07 1.69 0.83
H 0.12 -0.28 2.36
H 0.12 -1.47 1.17
H -0.59 -0.55 -2.77
H 0.08 -1.59 -1.52
H -1.28 2.12 -2.02
O 3.27 -0.01 2.12
H 2.40 -0.18 1.74
H 3.09 0.27 3.03
*
```

=====

Record 12
C5H7N3O3 | wB97M-V/def2-TZVPD

## Properties
Frontier orbital gap in eV: 9.88
ΔE to the lowest compared entry with this formula, charge and spin in kcal/mol: 193.8
SMILES: COC#C/C=N\C/N=[N+](/[O-])O

```
! wB97M-V def2-TZVPD RIJCOSX def2/J DEFGRID3
* xyz 0 1
C 0.50 -0.34 -0.10
C 0.60 -0.22 -1.49
C 0.42 -0.42 1.12
C 0.42 2.16 -2.08
C 0.75 -1.70 2.97
N 0.59 0.76 -2.26
N -0.36 2.79 -1.04
N -1.56 2.55 -1.04
O -2.45 2.98 -0.36
O -2.06 1.61 -2.06
O 0.34 -0.50 2.42
H -3.08 1.91 -2.20
H 0.83 -1.11 -2.16
H 1.40 2.69 -1.92
H 0.09 2.60 -3.07
H 0.83 -1.57 4.09
H 1.65 -2.19 2.58
H 0.05 -2.55 2.73
*
```

=====

Record 13
C5H7N3O3 | wB97M-V/def2-TZVPD

## Properties
Frontier orbital gap in eV: 8.41
ΔE to the lowest compared entry with this formula, charge and spin in kcal/mol: 117.6

```
! wB97M-V def2-TZVPD RIJCOSX def2/J DEFGRID3
* xyz 0 1
C 0.80 -1.32 0.82
C 1.21 -0.34 1.54
C -0.11 -0.96 -0.29
C -3.16 0.23 1.17
C 1.46 1.89 -1.07
N -0.38 0.27 -0.33
N -0.46 -1.94 -1.19
N 0.07 1.04 0.61
O -3.56 1.21 0.74
O -2.89 -0.80 1.60
O 0.90 2.09 0.23
H 1.14 -2.29 0.73
H 1.78 0.08 2.42
H 2.46 2.40 -1.08
H 0.86 2.26 -1.88
H 1.58 0.86 -1.30
H -0.35 -2.92 -0.90
H -1.35 -1.74 -1.82
*
```

=====

Record 14
C5H7N3O4 | wB97M-V/def2-TZVPD

## Properties
Frontier orbital gap in eV: 11.08
ΔE to the lowest compared entry with this formula, charge and spin in kcal/mol: 185.7
SMILES: CCCC(C#N)([N+](=O)[O-])[N+](=O)[O-]

```
! wB97M-V def2-TZVPD RIJCOSX def2/J DEFGRID3
* xyz 0 1
C -1.47 0.33 1.43
C 2.73 -0.39 0.07
C 1.28 -0.47 0.56
C 0.43 0.32 -0.39
C -1.36 0.25 0.01
N -1.52 0.40 2.57
N -1.90 -1.05 -0.50
N -2.02 1.39 -0.71
O -1.23 -2.03 -0.30
O -2.77 2.07 -0.07
O -2.97 -0.99 -1.04
O -1.72 1.51 -1.86
H 3.37 -0.97 0.72
H 2.81 -0.78 -0.94
H 3.08 0.64 0.07
H 1.21 -0.06 1.57
H 0.96 -1.51 0.59
H 0.46 -0.06 -1.41
H 0.64 1.39 -0.37
*
```

=====

Record 15
C5H7N3O5 | wB97M-V/def2-TZVPD

## Properties
Frontier orbital gap in eV: 9.54
ΔE to the lowest compared entry with this formula, charge and spin in kcal/mol: 96.4
SMILES: O=C1CCNC([N+](=O)[O-])([N+](=O)[O-])C1

```
! wB97M-V def2-TZVPD RIJCOSX def2/J DEFGRID3
* xyz 0 1
C 0.81 0.00 1.46
C 0.16 -1.08 0.56
C 1.28 1.15 0.53
C -1.00 -0.58 -0.34
C 0.30 1.48 -0.57
N -0.34 0.35 -1.26
N -0.75 2.50 0.04
N 0.91 2.36 -1.68
O -0.29 3.29 0.87
O 0.15 2.72 -2.55
O 0.95 -0.05 2.64
O -1.90 2.44 -0.35
O 2.09 2.66 -1.61
H 0.91 -1.53 -0.21
H -0.29 -1.86 1.14
H 1.34 1.92 1.22
H 2.19 0.69 0.02
H -1.30 -1.33 -0.96
H -1.72 -0.20 0.30
H -0.91 0.63 -2.07
*
```

=====

Record 16
C5H7N4O | wB97M-V/def2-TZVPD

## Properties
Frontier orbital gap in eV: 8.62
ΔE to the lowest compared entry with this formula, charge and spin in kcal/mol: 3.9

```
! wB97M-V def2-TZVPD RIJCOSX def2/J DEFGRID3
* xyz -1 1
C -0.14 -0.97 0.90
C 0.80 1.31 0.45
C 0.90 -0.10 -1.50
C -1.39 0.93 -0.75
C -0.03 0.46 -0.37
N -0.94 -0.79 1.96
N 0.58 -2.11 0.88
N -0.67 -1.88 2.67
N 0.22 -2.64 2.04
O 2.03 1.28 0.46
H 0.39 2.03 1.21
H 1.86 0.42 -1.42
H 0.99 -1.19 -1.59
H 0.43 0.06 -2.43
H -2.12 0.71 -0.02
H -1.34 2.03 -0.81
H -1.57 0.43 -1.71
*
```